ORCA calculation (ωB97M-V with the def2-TZVPD basis set) on C38H51IrN8OSSi2 as an isolated structure.

The geometry in XYZ format:
```
102
Properties=species:S:1:pos:R:3:forces:R:3:lowdin_charge:R:1
Ir 0.1920 -0.1818 0.0269 -1.04 0.23 0.39 1.290
S 1.3205 -1.2836 2.0788 -0.01 0.87 0.08 0.826
Si 2.3801 -2.3483 5.0028 0.65 0.58 0.94 0.487
Si -1.4474 2.5135 -1.0181 -0.09 -1.09 -0.18 0.570
O 2.2055 0.3413 0.4700 -0.59 0.56 0.06 -0.461
N -1.4294 -6.1233 -1.5859 1.62 0.80 -1.66 0.177
N -1.5697 -4.5450 0.0757 0.57 0.83 -0.01 0.189
N -0.2782 -4.1910 -1.9049 0.51 -2.06 -1.00 0.181
N 0.6872 1.0937 3.2349 0.04 0.32 0.33 0.054
N -1.8171 -2.7741 1.5633 -0.59 -1.72 -0.81 0.180
N -2.1018 0.0285 -2.1919 -0.04 0.13 -0.13 -0.202
N 0.8650 -0.8470 -1.9731 0.27 0.82 -0.72 -0.037
N -0.4589 -2.4952 -0.3367 0.07 0.47 1.04 0.064
C -1.2741 1.3987 0.4925 0.06 -1.24 -0.53 -0.323
C -3.7958 4.2219 -1.4241 2.13 -1.72 -1.80 -0.109
C -2.0353 1.4563 -2.4497 -0.30 1.36 -0.22 -0.267
C 0.7950 -2.1063 -2.3618 -0.97 -1.16 1.52 -0.243
C -3.1157 5.7827 0.8267 -0.70 -2.13 -2.51 -0.049
C 0.2284 3.1509 -1.5479 0.63 0.39 0.02 -0.238
C -2.3513 4.6274 0.4927 -1.79 0.86 -1.45 -0.088
C -2.1504 -0.5796 -3.5115 -0.03 -0.14 -1.16 -0.229
C 0.0196 -3.0496 -1.4525 0.27 3.51 0.16 -0.313
C 4.5201 0.8142 0.6955 -0.11 -0.33 -1.18 -0.034
C 3.8012 -2.8734 3.9116 1.80 0.69 0.60 -0.196
C 1.7352 3.9976 -3.2141 2.77 0.10 0.70 -0.093
C -4.5222 -0.5720 -2.4099 -0.62 0.48 -0.95 -0.197
C 1.2759 3.2050 -0.6165 -1.06 -0.56 -0.01 -0.119
C 1.6813 -0.6244 4.6810 0.01 1.26 -0.28 -0.234
C -1.0325 -4.9224 -1.0937 -2.35 -1.77 0.41 -0.417
C 0.8301 -3.3493 4.9179 0.94 -1.68 2.21 -0.174
C 0.5043 3.6198 -2.8829 -2.80 -0.67 1.26 -0.116
C -1.2689 -3.2821 0.4259 -0.37 -0.62 -0.08 -0.420
C 0.4763 1.8644 4.3254 -0.63 -0.26 -0.82 -0.123
C 2.0145 -1.7219 -4.3355 -0.68 -0.33 1.80 -0.005
C 1.2721 -0.0917 3.4165 -0.44 -0.53 0.72 -0.607
C 1.3559 -2.6116 -3.4942 -0.37 -0.44 -0.60 0.015
C 2.0804 -0.3836 -3.9648 0.05 -0.56 -0.82 -0.004
C 1.4615 0.0298 -2.7985 0.42 0.26 1.01 -0.096
C -4.2970 -1.9040 -3.0952 1.45 -0.13 -1.51 -0.157
C 0.7797 1.4445 5.5863 0.58 -0.63 0.12 -0.059
C -2.7530 -1.9732 -3.5009 -1.42 0.52 -1.01 -0.137
C 2.8018 3.9747 -2.2437 1.06 1.31 -2.62 -0.070
C 2.5359 3.6718 -0.9600 0.60 -0.03 1.72 -0.117
C 3.6665 -1.2565 -0.4540 0.49 0.64 1.09 -0.050
C 1.4145 0.2260 5.7675 -0.09 0.32 -1.24 -0.062
C -4.2038 6.1120 -0.0424 1.05 0.35 1.45 -0.055
C -2.6380 3.8598 -0.6586 -1.30 1.30 0.65 -0.229
C 2.8849 -2.2906 6.8242 0.57 -1.04 0.64 -0.186
C 3.4328 0.2344 -0.2025 0.16 -0.61 -0.09 -0.551
C -3.3802 -0.2487 -1.5027 0.49 -0.72 2.02 -0.222
C -4.5182 5.3247 -1.1893 -0.54 2.85 2.46 -0.103
H -0.2985 3.7259 -3.6534 0.59 -0.30 0.84 0.124
H 4.8170 0.0435 1.4234 0.13 0.64 -0.06 0.087
H -5.4167 -0.6345 -1.8249 -0.68 0.24 0.35 0.109
H 3.8510 4.2976 -2.5460 -1.59 -0.39 0.35 0.131
H -1.0657 -6.3465 -2.5353 -0.59 0.05 1.41 0.135
H 1.1457 -3.6837 -3.6403 0.59 0.67 -0.38 0.130
H -2.6678 -3.1956 1.9830 1.28 0.34 -0.62 0.145
H 1.9503 -2.4904 7.3728 0.29 0.13 0.09 0.033
H -1.5108 4.3558 1.0664 0.93 -0.14 0.83 0.073
H -4.6619 0.2681 -3.1561 0.01 -0.95 0.73 0.134
H 3.4014 -3.3581 3.0392 0.21 0.08 -0.74 -0.002
H -1.4517 1.7940 -3.3303 0.21 -0.94 0.32 0.090
H -1.1377 -0.5077 -3.9492 -0.31 -0.35 0.13 0.117
H 2.5024 -2.1299 -5.1630 0.70 -0.12 -1.42 0.102
H 4.1454 1.7274 1.1216 -0.09 0.24 0.62 0.067
H -3.9852 3.7572 -2.4175 0.17 -0.20 0.97 0.108
H 3.6608 -1.7212 0.5462 -0.17 -0.08 -0.37 0.059
H 1.7016 0.0512 6.7668 0.34 -0.88 0.87 0.084
H 5.3115 1.1156 0.0010 0.46 -0.29 0.51 0.089
H 1.5284 1.0273 -2.3498 -0.01 -0.12 -0.73 0.102
H 0.1217 -2.9072 5.6146 -0.12 0.14 0.06 0.044
H -4.9372 -2.0581 -3.9906 0.45 0.46 0.38 0.116
H -2.7056 -2.4362 -4.4939 0.31 0.16 0.17 0.116
H 3.4558 0.7795 -1.1820 -0.43 -0.18 0.64 0.128
H 4.4702 -3.5994 4.4094 -0.71 -0.11 0.11 0.034
H -3.6772 0.5277 -0.7789 0.38 0.31 -0.66 0.112
H 3.5942 -3.1300 7.1125 -0.84 0.83 -0.49 0.055
H -2.2373 0.8190 0.7611 1.56 1.18 -0.12 0.034
H -5.3047 5.7205 -1.8184 -0.03 -0.45 -0.19 0.107
H 4.6012 -2.0706 3.7119 -1.65 -0.75 -0.23 0.068
H -3.0354 1.7320 -2.7708 -0.50 0.55 -0.02 0.070
H -3.1995 -1.0935 -0.7940 -0.14 0.06 -0.60 0.118
H -4.7421 7.0398 0.2491 0.12 -0.83 -0.66 0.109
H -0.0734 2.8118 4.2649 0.37 -0.30 -0.74 0.117
H -2.8138 6.2947 1.7029 -0.21 0.86 0.56 0.085
H 3.2660 3.8248 -0.1364 -0.30 -0.37 -0.88 0.125
H -1.5930 -1.8403 1.7523 0.13 1.42 0.47 0.036
H 0.4155 -3.3564 3.9730 -0.98 -0.06 -2.10 -0.034
H 2.8524 -1.6318 -1.0489 0.21 -0.50 -0.33 0.042
H -2.1712 -2.5583 -2.8423 0.37 -0.96 0.89 0.062
H 1.8826 4.3136 -4.2166 0.58 0.32 -0.67 0.096
H -2.0101 -6.7615 -1.0960 -0.32 -0.19 0.42 0.101
H -0.7877 1.9833 1.2805 -0.39 -0.47 0.37 -0.026
H 4.6656 -1.4151 -0.8385 0.05 -0.24 -0.59 0.090
H 3.3354 -1.3812 7.2526 -0.18 -0.20 -0.45 0.032
H 1.1691 2.7976 0.3967 -0.26 0.34 -0.31 0.089
H 2.6359 0.2332 -4.6549 -0.13 0.66 0.38 0.120
H -4.5141 -2.7753 -2.5043 -0.17 -0.15 0.82 0.096
H 0.9671 -4.4160 5.2555 -0.05 0.93 -0.37 0.067
H -2.7891 0.0516 -4.1638 0.26 -0.19 0.01 0.124
H 0.5598 2.0421 6.4404 -0.15 0.47 0.39 0.105
```
Forces are in eV/Å.

Values from the calculation:
LUMO (spin up / spin down) = -0.1064 / -0.1628 Eh
Relative energy (zero: lowest compared OMol25 entry of this formula, charge and spin) = 175.0 kJ/mol
Multiplicity = 6
Frontier orbital gap (spin up / spin down) = 7.3164 / 6.3526 eV
HOMO energy (spin up / spin down) = -10.2 / -10.8 eV
DFT total energy = -3073.09800 Ha
Total charge = +1